(1)
Entry from OMol25: a structure of composition C26H34N5O7RuS (ωB97M-V/def2-TZVPD).

Output
- total charge = +2
- spin multiplicity = 2
- orbital gap (spin up / spin down) (Eh) = 0.314 / 0.270
- relative energy (zero: lowest compared OMol25 entry of this formula, charge and spin) (kcal per mole) = 0.0
- E_LUMO (spin up / spin down) (eV) = -5.8318 / -7.0786

Last column: Mulliken charge in e.
Positions of all 74 atoms, in Å:
N1 -0.700 -2.281 -0.024  0.284
C1 -3.118 -1.352 -0.009  1.290
O1 -1.257 1.659 1.843  -0.716
H1 -5.194 2.149 2.255  0.462
O2 -3.323 2.874 -2.248  -0.545
C2 3.034 -1.261 2.050  -0.841
C3 1.097 -3.889 -0.076  -0.035
H2 -4.619 2.648 -0.149  0.689
C4 -4.781 -3.104 0.296  -0.710
H3 3.449 -1.454 -2.641  0.390
C5 1.508 0.568 2.284  -1.038
C6 -2.138 3.862 0.227  -1.548
H4 3.206 -1.079 3.110  0.510
C7 -0.303 -3.543 0.088  0.199
O3 -0.359 -0.541 -1.940  -0.836
C8 -3.951 2.101 0.516  -0.567
H5 -3.479 2.099 2.654  0.299
C9 4.441 -0.207 -1.193  -0.849
H6 2.667 1.848 -3.076  0.679
H7 -2.113 4.000 1.305  0.556
C10 4.161 -0.628 1.214  -0.648
C11 2.306 2.133 -0.968  -0.826
H8 -5.822 -3.379 0.384  0.435
C12 -2.492 -3.646 0.244  0.030
O4 1.716 -0.755 1.720  -0.263
C13 -2.113 -2.315 0.059  -0.145
N2 -0.757 0.545 -0.079  1.065
H9 5.060 -1.246 1.339  0.477
H10 -1.247 -5.391 0.339  0.256
H11 -5.213 -1.015 0.049  0.500
H12 1.899 3.148 -0.964  0.522
H13 -0.586 5.309 -0.204  0.615
H14 -4.047 -5.119 0.515  0.449
H15 -4.186 1.040 0.398  -0.416
O5 2.192 0.040 -2.182  -0.190
C14 -3.806 -4.075 0.369  -1.290
C15 -1.462 1.515 0.665  -0.478
H16 -2.941 4.482 -0.172  0.427
C16 3.148 -3.263 -0.520  -0.372
C17 2.029 1.679 1.374  -0.921
H17 1.250 -6.069 0.193  0.464
C18 -4.209 2.511 1.962  -1.365
C19 -2.623 2.210 -1.543  -0.373
H18 1.561 2.623 1.669  0.490
N3 -1.865 1.168 -2.113  0.364
C20 -2.514 2.387 -0.038  2.337
H19 -0.789 4.112 -1.470  0.277
H20 1.993 0.608 3.259  0.615
H21 3.376 2.205 -0.762  0.294
S1 3.346 -4.931 -0.341  -0.076
C21 -4.431 -1.760 0.107  -1.165
C22 -0.802 4.258 -0.386  -0.803
H22 3.988 -2.644 -0.759  0.300
N4 1.923 -2.811 -0.352  0.437
H23 4.421 0.387 1.517  0.323
H24 0.016 3.679 0.053  -0.126
C23 2.020 1.454 -2.290  -0.940
O6 3.671 -0.669 -0.106  0.474
H25 5.348 -0.810 -1.341  0.413
Ru1 0.728 -0.878 -0.275  0.345
H26 3.953 0.112 -3.269  0.470
H27 -4.219 3.594 2.078  0.317
C24 1.690 -5.107 -0.017  -0.457
H28 3.110 1.810 1.432  0.420
H29 0.988 1.613 -2.597  0.245
H30 2.990 -2.335 1.896  0.318
C25 -1.028 0.412 -1.390  0.095
H31 -2.918 -0.305 -0.144  0.084
N5 -1.317 -4.390 0.256  -0.038
H32 -1.987 0.977 -3.100  0.373
H33 4.770 0.824 -1.040  0.365
H34 0.439 0.660 2.421  0.365
O7 1.678 1.343 0.033  0.892
C26 3.536 -0.396 -2.397  -0.636

---

(2)
Entry from OMol25: a structure of composition C9H14NO (ωB97M-V/def2-TZVPD).

Output
- total charge = +1
- orbital gap (Eh) = 0.340
- relative energy (zero: lowest compared OMol25 entry of this formula, charge and spin) (kcal per mole) = 97.5
- E_LUMO (eV) = -3.2115

Last column: Mulliken charge in e.
Positions of all 25 atoms, in Å:
H1 0.166 2.439 -0.743  0.332
H2 0.439 2.284 1.289  0.522
H3 2.797 -0.238 -0.444  0.471
O1 -1.777 0.604 -0.876  -0.368
H4 -1.493 -1.355 1.861  0.294
C1 -3.140 -0.495 0.511  -0.377
H5 2.070 1.709 1.511  0.374
C2 1.500 -1.838 0.391  -0.750
C3 -3.116 0.229 -0.624  -0.564
H6 2.449 -2.240 0.654  0.298
C4 -1.123 0.017 0.103  0.509
C5 0.814 0.654 0.089  0.472
H7 0.382 -1.620 -1.631  0.286
C6 -1.863 -0.656 0.997  -0.450
H8 -3.969 -1.015 0.933  0.441
H9 0.052 1.298 -1.688  0.311
C7 1.667 -0.496 -0.227  -0.184
H10 0.795 -2.144 1.053  0.244
N1 0.614 1.630 -1.002  -0.172
C8 1.022 1.440 1.405  -1.404
H11 1.543 1.905 -1.485  0.393
C9 1.271 -1.697 -1.077  -0.701
H12 -3.731 0.671 -1.517  0.362
H13 0.581 0.991 2.222  0.375
H14 2.052 -2.077 -1.706  0.287

---

(3)
Entry from OMol25: a structure of composition C20H67I2O16PS (ωB97M-V/def2-TZVPD).

Output
- orbital gap (Eh) = 0.324
- E_LUMO (eV) = -0.0030

Last column: Mulliken charge in e.
Positions of all 107 atoms, in Å:
C1 -0.387 -3.573 3.130  -0.445
H1 -5.123 7.982 5.890  0.251
H2 -2.595 3.535 1.524  0.259
O1 -5.533 3.527 2.554  -0.326
H3 -9.221 5.876 1.589  0.251
H4 -5.776 4.643 4.242  -0.083
H5 -4.402 1.047 -0.018  0.246
H6 4.658 -3.354 0.242  -0.081
H7 -1.418 -3.522 3.488  0.285
O2 6.483 -2.688 -1.432  -0.450
H8 -8.141 5.399 0.265  0.252
H9 -6.446 3.006 4.352  0.322
H10 -0.492 3.178 -5.170  0.359
H11 3.415 -0.425 -0.730  0.256
H12 5.768 -4.187 2.133  0.267
I1 1.828 2.413 -0.848  0.184
O3 9.450 -4.052 -3.195  -0.460
S1 1.239 1.024 -5.124  -0.332
H13 -5.389 2.606 2.311  0.171
C2 -2.579 4.578 1.198  -0.402
C3 0.599 2.200 -2.545  -0.903
H14 -4.239 -5.302 -3.763  0.282
C4 7.618 -3.130 -0.691  -0.439
H15 -8.541 4.236 1.555  0.231
O4 -3.847 -3.342 -4.166  -0.478
C5 2.915 -1.658 4.920  -0.431
O5 -5.173 1.568 0.215  -0.401
C6 1.743 -0.779 -2.878  -1.107
C7 -5.597 7.003 5.998  -0.460
H16 -2.100 -4.539 -0.231  0.160
O6 3.805 -1.365 3.842  -0.476
O7 -2.318 0.085 -3.147  -0.029
H17 4.875 0.067 -1.580  0.291
C8 -6.282 1.107 -0.547  -0.552
H18 -1.906 -6.993 1.161  0.278
H19 6.801 -2.354 -2.275  0.268
H20 -6.789 7.183 4.471  0.280
H21 -6.504 0.058 -0.336  0.298
H22 -0.044 -2.567 2.897  0.245
H23 -3.082 4.664 0.231  0.264
H24 -2.715 -4.706 -3.074  0.196
H25 0.997 -0.125 -5.777  0.159
H26 3.215 0.845 -3.043  0.445
O8 5.075 -3.541 2.281  -0.558
H27 -3.480 -5.508 0.321  0.342
H28 10.070 -2.126 -2.994  0.211
H29 -3.445 -2.585 -3.724  0.308
C9 3.188 -0.237 -2.906  -0.345
H30 8.139 -3.925 -1.221  0.256
H31 -3.983 0.190 -4.093  0.280
C10 -1.159 -0.187 -3.952  -1.127
H32 -4.680 3.257 4.434  0.330
C11 4.159 -3.595 1.183  -0.083
I2 0.186 5.215 -2.364  0.031
H33 4.334 -2.157 3.689  0.194
H34 2.275 -2.504 4.665  0.049
H35 -6.106 1.231 -1.618  0.224
C12 4.002 -0.589 -1.637  -1.102
O9 -6.891 6.999 5.410  -0.483
C13 -8.340 5.290 1.336  -0.571
H36 -6.486 5.242 1.887  0.242
C14 -5.611 3.603 3.977  -0.357
H37 1.620 -1.454 -3.738  0.460
H38 -7.141 1.712 -0.266  0.200
H39 -1.681 4.045 -4.217  0.508
H40 8.308 -2.302 -0.503  0.251
C15 -2.443 -5.550 -0.023  -0.537
H41 -4.956 6.245 5.538  0.176
O10 4.700 0.353 1.554  -0.268
H42 -0.746 4.556 0.509  0.207
H43 -0.348 -4.189 2.229  0.138
O11 -1.595 -6.104 0.978  -0.496
H44 -1.327 0.273 -4.929  0.570
H45 10.449 -2.843 -4.571  0.275
C16 -3.759 -4.451 -3.284  -0.496
O12 -1.247 5.068 1.143  -0.514
H46 -2.391 -6.137 -0.944  0.279
H47 0.162 -4.990 4.339  0.270
H48 -1.635 2.252 -4.178  0.167
H49 -3.115 5.177 1.929  0.165
O13 0.472 -4.104 4.137  -0.515
C17 5.823 1.107 1.976  -0.686
H50 -5.707 6.778 7.056  0.211
O14 -3.411 -0.546 -3.833  -0.506
H51 5.578 1.747 2.829  0.270
H52 -0.509 -0.748 -1.456  0.185
H53 3.390 -2.851 1.374  0.152
C18 -1.040 3.164 -4.220  -1.260
H54 6.660 0.457 2.250  0.261
O15 -7.260 5.775 2.115  -0.438
H55 3.692 -4.581 1.113  0.339
H56 11.394 -3.296 -3.129  0.272
H57 4.314 -1.632 -1.672  0.221
H58 3.477 -1.884 5.830  0.284
H59 -1.041 -1.277 -4.033  0.551
H60 7.256 -3.503 0.266  0.070
H61 4.429 -0.204 2.291  0.302
H62 2.299 -0.779 5.095  0.253
C19 10.399 -3.033 -3.496  -0.539
H63 9.733 -4.859 -3.633  0.269
H64 3.720 -0.665 -3.762  0.291
C20 -0.044 3.250 -3.082  0.555
H65 1.556 -1.380 -1.985  0.492
H66 -4.273 -4.238 -2.341  0.246
H67 6.129 1.738 1.143  0.259
P1 0.393 0.475 -3.136  1.303
O16 -0.299 0.181 -1.577  -0.687